[1]
DFT (ωB97M-V/def2-TZVPD) results for a cluster of 2 separate species, C4H12O in total.

The geometry in XYZ format:
```
17
Properties=species:S:1:pos:R:3:forces:R:3:nbo_charge:R:1
C -2.212244 1.550129 -0.696589 0.68 -0.05 -0.02 -0.65
C -1.060411 0.559167 -0.598095 -0.15 -1.94 -0.07 -0.07
O -1.175166 -0.467374 -1.606591 0.10 0.40 -0.57 -0.72
H -2.706880 1.384737 -1.653958 0.13 0.43 -0.09 0.22
H -1.832671 2.554779 -0.563952 -0.16 0.39 -0.31 0.21
H -2.968344 1.399587 0.050511 -0.28 -0.25 0.49 0.22
H -0.035483 0.924830 -0.637511 -0.15 0.71 -0.01 0.17
H -1.103727 -0.083536 0.284686 -0.11 0.55 0.37 0.18
H -1.026943 -0.042778 -2.465009 -0.07 -0.24 0.23 0.45
C 1.941871 -1.530033 1.630888 0.01 0.39 -0.03 -0.61
C 2.402439 -0.113959 1.256382 -0.50 -0.56 -0.27 -0.61
H 2.091497 -1.706557 2.695503 -0.02 -0.10 0.00 0.20
H 0.880265 -1.628968 1.426186 -0.14 -0.16 -0.05 0.20
H 2.455452 -2.305952 1.068424 0.13 -0.01 0.04 0.21
H 3.202022 0.224213 1.864423 1.15 0.07 0.45 0.20
H 1.625400 0.595813 1.482678 -0.54 0.32 -0.21 0.20
H 2.690570 -0.028952 0.207698 -0.11 0.05 0.06 0.20
```
Positions in Å, forces in eV/Å.

Output
* ΔE to the lowest compared entry with this formula, charge and spin: 69.9 kJ/mol
* spin multiplicity: 1
* structure (SMILES): CCO.CC
* HOMO-LUMO gap: 11.393 eV
* highest occupied orbital energy: -10.368 eV

***

[2]
DFT (ωB97M-V/def2-TZVPD) results for a structure of composition C25H44Cl3EuN4O3SeSi.

The geometry in XYZ format:
```
82
Properties=species:S:1:pos:R:3:forces:R:3:lowdin_spin:R:1
C 2.653157 -2.324936 -3.420429 0.08 -0.06 0.10 0.00
C 2.110204 -1.478899 -4.534450 -0.43 0.09 -1.05 0.00
H 2.498059 -3.388932 -3.634507 0.07 0.22 0.16 0.00
H 2.161451 -2.073951 -2.472601 0.15 -0.10 -0.17 0.00
H 3.737470 -2.168294 -3.291631 -0.30 -0.01 -0.03 0.00
C 1.934144 -1.926888 -5.790512 0.21 0.48 0.65 0.00
C 2.256962 -3.305847 -6.254459 -0.05 -0.44 -0.33 0.00
H 1.540677 -1.268792 -6.567104 0.14 -0.03 0.36 0.00
H 1.910051 -4.069778 -5.547515 0.14 0.10 -0.15 0.00
H 3.333766 -3.454713 -6.418325 -0.20 0.02 0.08 0.00
H 1.755296 -3.480922 -7.213860 0.15 -0.13 0.19 0.00
Eu 0.442439 -0.012048 2.354622 0.43 -0.97 1.35 6.07
Cl 2.384802 1.635290 3.099870 -0.51 -0.22 -0.35 -0.02
Cl 1.791560 -1.767341 0.816980 -0.16 0.33 0.55 -0.02
C -0.141515 3.037342 1.363152 -0.41 -0.29 0.04 0.00
O -0.817927 2.042577 1.733815 0.75 0.62 -0.23 -0.01
N -0.629598 4.061682 0.660711 -0.19 -0.32 0.18 0.00
C -2.056535 4.170393 0.357153 0.03 -0.06 -0.16 0.00
C 0.269227 5.083125 0.134022 0.25 -0.05 0.09 0.00
H 0.929415 3.100266 1.619741 -0.22 0.04 -0.11 0.00
H -2.641015 3.687734 1.147447 0.18 0.12 -0.20 0.00
H -2.302755 3.703156 -0.610027 0.09 0.11 0.33 0.00
H -2.297820 5.239101 0.295488 -0.05 -0.33 0.08 0.00
H 1.164229 5.095738 0.768482 -0.18 0.19 -0.26 0.00
H -0.232010 6.058602 0.159949 0.22 -0.24 0.10 0.00
H 0.573299 4.869008 -0.903048 -0.20 0.03 0.31 0.00
H 0.408629 -4.698655 2.680234 -0.40 0.18 0.03 0.00
H -0.458332 -3.189351 0.378297 -0.32 -0.20 0.05 0.00
C -0.678835 -4.715443 2.866187 -0.10 -0.12 0.18 0.00
C -1.416990 -3.536949 0.799145 0.30 0.16 -0.06 0.00
N -1.339210 -3.567424 2.255820 -0.09 0.67 -0.06 0.00
H -0.850994 -4.697530 3.947955 0.08 -0.04 -0.25 0.00
C -1.513703 -2.426550 2.925970 0.36 0.10 0.00 0.00
O -1.623244 -1.297964 2.367429 0.18 -0.71 0.18 -0.01
H -2.214452 -2.846527 0.500315 0.21 -0.24 0.04 0.00
H -1.519729 -2.514906 4.024102 -0.04 0.06 -0.40 0.00
H -1.093633 -5.632832 2.431239 0.03 0.18 0.21 0.00
H -1.637044 -4.554502 0.466569 0.01 0.21 -0.09 0.00
O 0.643070 -0.250603 -3.179590 -0.26 0.09 0.13 0.00
C 1.683744 -0.068005 -4.133933 -0.19 -0.08 0.15 0.00
C 0.019688 0.589608 -5.925230 0.19 0.30 -0.21 0.00
C 1.249449 0.811629 -5.300010 0.37 -0.01 0.33 0.00
H -0.653586 -0.171044 -5.514523 0.27 0.32 -0.26 0.00
C -0.309796 1.319376 -7.074440 0.05 -0.19 0.35 0.00
H 2.545678 0.383133 -3.615077 -0.17 0.17 -0.16 0.00
C 2.120660 1.805710 -5.769740 -0.36 -0.39 -0.11 0.00
H -1.280826 1.143273 -7.537486 0.29 0.10 -0.05 0.00
C 0.596111 2.239633 -7.609246 0.04 -0.05 0.13 0.00
C 1.806015 2.488123 -6.947315 -0.04 0.09 -0.01 0.00
H 3.041575 2.001636 -5.203411 -0.35 -0.06 -0.44 0.00
H 0.353165 2.761531 -8.541245 0.13 -0.15 0.43 0.00
H 2.509963 3.219629 -7.353090 -0.28 -0.20 0.13 0.00
Si -0.513949 0.634008 -2.381758 0.49 -0.57 -0.82 0.00
Cl 0.905088 -1.694368 4.523992 0.04 0.16 -0.81 -0.01
C -2.191826 0.138679 -3.032904 -0.18 0.15 -0.05 0.00
C -0.143291 2.449263 -2.575589 -0.04 0.46 -0.04 0.00
C -0.357432 0.041345 -0.639246 -0.13 0.05 0.66 0.00
H -2.331371 0.439391 -4.080692 -0.03 -0.04 0.28 0.00
H -2.966856 0.627386 -2.423398 0.05 -0.15 -0.19 0.00
H -2.334064 -0.951140 -2.965920 0.08 0.32 0.02 0.00
H -0.197426 -1.048548 -0.630192 -0.11 0.48 -0.09 0.00
H -1.234160 0.290823 -0.014627 0.29 -0.01 -0.24 0.00
H 0.568462 0.499002 -0.234628 -0.33 -0.15 -0.18 0.00
H 0.034044 2.704433 -3.632247 -0.08 -0.11 0.29 0.00
H 0.767185 2.714141 -2.015546 -0.21 -0.07 -0.12 0.00
H -0.966340 3.086687 -2.218402 0.23 -0.16 -0.06 0.00
C 1.608871 0.246585 7.067529 0.59 0.13 -0.08 0.00
N 0.341257 -0.221381 7.569399 -0.74 0.29 -0.41 0.00
C 0.175659 -0.949228 8.727043 -0.64 -0.02 -0.03 0.00
C -1.158316 -1.166351 8.872810 0.69 0.18 -0.21 0.00
N -1.777261 -0.569430 7.797824 0.34 0.33 -0.41 0.00
C -3.203451 -0.545184 7.605258 -0.45 -0.05 -0.01 0.00
C -0.861807 0.037028 6.969590 0.35 -1.14 1.51 0.00
Se -1.232683 0.986955 5.468091 -0.20 0.63 -0.75 0.00
H 2.230317 0.526188 7.927067 -0.08 0.01 -0.27 0.00
H 1.430276 1.108727 6.417660 0.08 -0.15 0.16 0.00
H 2.089820 -0.534575 6.470991 -0.05 0.21 0.16 0.00
H 1.010798 -1.223265 9.348191 -0.05 -0.03 -0.06 0.00
H -1.723439 -1.677521 9.629174 0.04 -0.03 0.06 0.00
H -3.582020 -1.566906 7.479350 0.04 0.22 0.00 0.00
H -3.691693 -0.082205 8.472367 0.09 -0.08 -0.22 0.00
H -3.408810 0.041783 6.706886 -0.02 -0.12 0.17 0.00
```
Positions in Å, forces in eV/Å.

Output
* spin multiplicity: 7
* HOMO-LUMO gap (spin up / spin down): 5.781 / 7.540 eV
* highest occupied orbital energy (spin up / spin down): -7.113 / -7.119 eV

***

Number 1: M 76.14 g/mol. Number 2: M 814.02 g/mol.